1.
Below is a structure of composition H2INS at a distorted geometry, with properties calculated with the ωB97M-V functional and the def2-TZVPD basis.

Structure (ORCA input):
```
! RIJCOSX wB97M-V def2-TZVPD def2/J DEFGRID3
* xyz 0 1
N -0.48 0.64 -0.08
S 1.14 0.73 -0.33
I -1.25 0.09 1.78
H -0.96 -1.00 -1.58
H 1.55 -0.46 0.21
*
```

Summary:
Total energy = -751.63967 a.u.
HOMO-LUMO gap (spin up / spin down) = 7.9853 / 8.0375 eV
Strongest force on any atom = 1.09 eV/A
LUMO (spin up / spin down) = -0.0574 / -0.0353 Ha
Energy above the lowest of the compared OMol25 structures with the same formula, charge and spin = 118.0 kcal per mole


2.
Below is a cluster of 2 separate species, H2INS in total at a distorted geometry, with properties calculated with the ωB97M-V functional and the def2-TZVPD basis.

Structure (ORCA input):
```
! RIJCOSX wB97M-V def2-TZVPD def2/J DEFGRID3
* xyz 0 3
N 0.11 -0.53 -0.98
S -0.25 -0.48 0.50
I 0.01 1.75 1.72
H -0.93 0.05 -2.08
H 1.06 -0.79 0.84
*
```

Summary:
Total energy = -751.59629 a.u.
HOMO-LUMO gap (spin up / spin down) = 6.0166 / 6.7575 eV
Strongest force on any atom = 9.00 eV/A
LUMO (spin up / spin down) = -0.0350 / -0.0987 Ha
Energy above the lowest of the compared OMol25 structures with the same formula, charge and spin = 98.1 kcal per mole


3.
Below is a structure of composition H2KO at a distorted geometry, with properties calculated with the ωB97M-V functional and the def2-TZVPD basis.

Structure (ORCA input):
```
! RIJCOSX wB97M-V def2-TZVPD def2/J DEFGRID3
* xyz 1 1
O 0.28 -0.78 -3.57
H 0.48 -1.74 -3.62
H -0.32 -0.70 -2.79
K 0.00 0.00 0.00
*
```

Summary:
Total energy = -676.15163 a.u.
HOMO-LUMO gap = 10.8035 eV
Strongest force on any atom = 1.43 eV/A
LUMO = -0.1786 Ha
Energy above the lowest of the compared OMol25 structures with the same formula, charge and spin = 20.2 kcal per mole


4.
Below is a structure of composition H2LiO at a distorted geometry, with properties calculated with the ωB97M-V functional and the def2-TZVPD basis.

Structure (ORCA input):
```
! RIJCOSX wB97M-V def2-TZVPD def2/J DEFGRID3
* xyz 1 1
O -0.73 0.31 0.16
H -1.55 -0.19 0.34
H -0.96 1.25 0.35
Li 3.23 -1.38 -0.86
*
```

Summary:
Total energy = -83.71962 a.u.
HOMO-LUMO gap = 8.9165 eV
Strongest force on any atom = 1.03 eV/A
LUMO = -0.2126 Ha
Energy above the lowest of the compared OMol25 structures with the same formula, charge and spin = 27.8 kcal per mole


5.
Below is a structure of composition H2N2O3S at a distorted geometry, with properties calculated with the ωB97M-V functional and the def2-TZVPD basis.

Structure (ORCA input):
```
! RIJCOSX wB97M-V def2-TZVPD def2/J DEFGRID3
* xyz 0 1
N 0.98 -0.60 -0.23
N -0.29 1.07 -1.17
O 0.26 -2.11 1.74
O -0.68 0.18 1.43
O 0.85 0.73 -0.38
S 0.32 -0.83 1.17
H -0.33 0.46 -1.93
H -1.11 1.08 -0.62
*
```

Summary:
Total energy = -734.41061 a.u.
HOMO-LUMO gap = 8.8201 eV
Strongest force on any atom = 3.58 eV/A
LUMO = -0.0686 Ha
Energy above the lowest of the compared OMol25 structures with the same formula, charge and spin = 82.1 kcal per mole


6.
Below is the ion H2N2O4P with charge -1 at a distorted geometry, with properties calculated with the ωB97M-V functional and the def2-TZVPD basis.

Structure (ORCA input):
```
! RIJCOSX wB97M-V def2-TZVPD def2/J DEFGRID3
* xyz -1 1
N 1.32 -0.29 0.12
P 0.01 0.87 -0.05
O -0.28 1.29 1.35
O 0.31 1.97 -1.09
O -1.14 -0.30 -0.51
N -1.48 -1.45 0.16
O -2.52 -1.87 -0.21
H 1.86 0.19 0.83
H 1.91 -0.42 -0.62
*
```

Summary:
Total energy = -753.11321 a.u.
HOMO-LUMO gap = 9.3670 eV
Strongest force on any atom = 3.55 eV/A
LUMO = 0.1531 Ha
Energy above the lowest of the compared OMol25 structures with the same formula, charge and spin = 15.5 kcal per mole


7.
Below is a cluster of 2 separate species, H2N2OS in total at a distorted geometry, with properties calculated with the ωB97M-V functional and the def2-TZVPD basis.

Structure (ORCA input):
```
! RIJCOSX wB97M-V def2-TZVPD def2/J DEFGRID3
* xyz 0 1
N 0.48 -0.30 -0.16
N 0.17 0.78 0.25
O 1.44 -0.94 -0.47
S -1.60 1.13 0.30
H 0.94 -2.11 -1.42
H -1.43 1.44 1.51
*
```

Summary:
Total energy = -583.87675 a.u.
HOMO-LUMO gap (spin up / spin down) = 8.7699 / 7.2222 eV
Strongest force on any atom = 3.82 eV/A
LUMO (spin up / spin down) = -0.0092 / -0.0462 Ha
Energy above the lowest of the compared OMol25 structures with the same formula, charge and spin = 143.9 kcal per mole


8.
Below is the ion H2N2P with charge +1 at a distorted geometry, with properties calculated with the ωB97M-V functional and the def2-TZVPD basis.

Structure (ORCA input):
```
! RIJCOSX wB97M-V def2-TZVPD def2/J DEFGRID3
* xyz 1 1
N 0.97 -1.52 0.84
N 0.35 -0.66 0.38
P -0.23 0.86 0.18
H -1.60 0.70 -0.36
H 0.52 0.62 -1.05
*
```

Summary:
Total energy = -451.69133 a.u.
HOMO-LUMO gap = 10.1947 eV
Strongest force on any atom = 11.52 eV/A
LUMO = -0.2614 Ha
Energy above the lowest of the compared OMol25 structures with the same formula, charge and spin = 13.7 kcal per mole


9.
Below is a structure of composition H2N2P2 at a distorted geometry, with properties calculated with the ωB97M-V functional and the def2-TZVPD basis.

Structure (ORCA input):
```
! RIJCOSX wB97M-V def2-TZVPD def2/J DEFGRID3
* xyz 0 1
N 0.20 -0.87 -0.20
N -0.06 0.86 0.15
P -0.49 -1.19 -1.53
P 0.93 1.44 1.21
H -0.75 -2.69 -1.28
H 0.17 2.45 1.65
*
```

Summary:
Total energy = -793.24102 a.u.
HOMO-LUMO gap = 8.2841 eV
Strongest force on any atom = 4.52 eV/A
LUMO = -0.0304 Ha
Energy above the lowest of the compared OMol25 structures with the same formula, charge and spin = 98.5 kcal per mole


10.
Below is the molecule H2N3P3 at a distorted geometry, with properties calculated with the ωB97M-V functional and the def2-TZVPD basis.

Structure (ORCA input):
```
! RIJCOSX wB97M-V def2-TZVPD def2/J DEFGRID3
* xyz 0 1
N -1.09 -0.02 0.27
N 1.27 -0.94 -0.32
N 1.50 1.14 0.51
P -2.62 0.47 0.22
P 2.58 -0.05 0.41
P 0.32 0.48 -0.68
H -0.83 -0.90 0.68
H 1.34 -1.76 -0.80
*
```

Summary:
Total energy = -1189.46366 a.u.
HOMO-LUMO gap (spin up / spin down) = 6.6667 / 6.6987 eV
Strongest force on any atom = 3.45 eV/A
LUMO (spin up / spin down) = -0.0223 / -0.0221 Ha
Energy above the lowest of the compared OMol25 structures with the same formula, charge and spin = 52.0 kcal per mole


11.
Below is a cluster of 2 separate species, H2N3PS in total at a distorted geometry, with properties calculated with the ωB97M-V functional and the def2-TZVPD basis.

Structure (ORCA input):
```
! RIJCOSX wB97M-V def2-TZVPD def2/J DEFGRID3
* xyz 0 1
N -1.91 0.13 -0.24
N -0.94 -0.38 0.74
N -0.62 0.64 0.12
P 0.31 1.86 -0.25
S 2.82 -0.49 -0.15
H -1.81 -0.60 -1.07
H 2.15 -1.15 0.85
*
```

Summary:
Total energy = -904.73942 a.u.
HOMO-LUMO gap (spin up / spin down) = 6.2655 / 7.0541 eV
Strongest force on any atom = 3.21 eV/A
LUMO (spin up / spin down) = -0.0885 / -0.0687 Ha
Energy above the lowest of the compared OMol25 structures with the same formula, charge and spin = 107.8 kcal per mole


12.
Below is a structure of composition H2N4 at a distorted geometry, with properties calculated with the ωB97M-V functional and the def2-TZVPD basis.

Structure (ORCA input):
```
! RIJCOSX wB97M-V def2-TZVPD def2/J DEFGRID3
* xyz 0 1
N -1.30 0.55 -0.02
N -1.17 -0.73 0.11
N 0.06 0.74 0.01
N 0.14 -0.63 -0.14
H 0.60 1.42 -0.51
H 1.66 -1.35 0.55
*
```

Summary:
Total energy = -219.94922 a.u.
HOMO-LUMO gap (spin up / spin down) = 9.7531 / 8.2621 eV
Strongest force on any atom = 4.10 eV/A
LUMO (spin up / spin down) = -0.0326 / -0.0650 Ha
Energy above the lowest of the compared OMol25 structures with the same formula, charge and spin = 153.7 kcal per mole


13.
Below is a structure of composition H2NO3PS at a distorted geometry, with properties calculated with the ωB97M-V functional and the def2-TZVPD basis.

Structure (ORCA input):
```
! RIJCOSX wB97M-V def2-TZVPD def2/J DEFGRID3
* xyz 0 1
N -0.57 0.37 -1.32
O 1.47 -1.19 0.55
O 0.41 1.27 0.80
O -0.70 -1.04 1.67
P -0.50 1.69 -0.28
S 0.73 -0.78 1.72
H -0.79 0.09 -2.26
H -0.04 -0.41 -0.87
*
```

Summary:
Total energy = -1021.23886 a.u.
HOMO-LUMO gap = 9.9653 eV
Strongest force on any atom = 2.43 eV/A
LUMO = -0.0192 Ha
Energy above the lowest of the compared OMol25 structures with the same formula, charge and spin = 12.9 kcal per mole


14.
Below is a cluster of 2 separate species, H2NO3S in total at a distorted geometry, with properties calculated with the ωB97M-V functional and the def2-TZVPD basis.

Structure (ORCA input):
```
! RIJCOSX wB97M-V def2-TZVPD def2/J DEFGRID3
* xyz -1 1
N -2.40 -0.07 0.92
O 2.13 1.38 -1.01
O 1.59 -0.05 1.05
O 1.88 -1.07 -1.21
S 1.59 0.14 -0.41
H -3.01 0.37 0.28
H -1.78 -0.71 0.38
*
```

Summary:
Total energy = -679.81945 a.u.
HOMO-LUMO gap (spin up / spin down) = 9.0050 / 5.1834 eV
Strongest force on any atom = 2.37 eV/A
LUMO (spin up / spin down) = 0.1417 / 0.0854 Ha
Energy above the lowest of the compared OMol25 structures with the same formula, charge and spin = 79.3 kcal per mole


15.
Below is the ion H2NO3S with charge -1 at a distorted geometry, with properties calculated with the ωB97M-V functional and the def2-TZVPD basis.

Structure (ORCA input):
```
! RIJCOSX wB97M-V def2-TZVPD def2/J DEFGRID3
* xyz -1 1
N 0.00 0.73 -0.83
S -0.28 -0.42 0.45
O -1.37 -1.32 0.07
O 1.07 -1.09 0.33
O -0.52 0.31 1.65
H 0.32 1.54 -0.35
H 0.77 0.26 -1.32
*
```

Summary:
Total energy = -679.93639 a.u.
HOMO-LUMO gap = 8.8889 eV
Strongest force on any atom = 4.31 eV/A
LUMO = 0.1534 Ha
Energy above the lowest of the compared OMol25 structures with the same formula, charge and spin = 5.9 kcal per mole


16.
Below is a cluster of 2 separate species, H2NO3S3 in total at a distorted geometry, with properties calculated with the ωB97M-V functional and the def2-TZVPD basis.

Structure (ORCA input):
```
! RIJCOSX wB97M-V def2-TZVPD def2/J DEFGRID3
* xyz -1 1
N -4.35 -0.53 0.37
O -0.43 0.04 -0.27
O 1.01 -1.40 -1.62
O 1.75 -0.71 0.66
S -2.93 -1.00 0.98
S -4.62 0.84 -0.41
S 0.47 -1.30 -0.29
H -1.31 -0.12 0.18
H 2.03 0.12 0.28
*
```

Summary:
Total energy = -1476.25428 a.u.
HOMO-LUMO gap = 6.8488 eV
Strongest force on any atom = 1.64 eV/A
LUMO = 0.1206 Ha
Energy above the lowest of the compared OMol25 structures with the same formula, charge and spin = 18.8 kcal per mole


17.
Below is a cluster of 3 separate species, H2NO4 in total at a distorted geometry, with properties calculated with the ωB97M-V functional and the def2-TZVPD basis.

Structure (ORCA input):
```
! RIJCOSX wB97M-V def2-TZVPD def2/J DEFGRID3
* xyz -1 1
N 0.18 1.92 0.07
O -0.13 1.31 1.03
O -0.37 -1.49 -0.54
O 0.37 0.75 -1.49
O 0.03 -1.45 0.83
H -0.05 -0.50 1.05
H -0.03 -0.54 -0.96
*
```

Summary:
Total energy = -356.69124 a.u.
HOMO-LUMO gap (spin up / spin down) = 7.9253 / 7.9417 eV
Strongest force on any atom = 4.49 eV/A
LUMO (spin up / spin down) = 0.1453 / 0.1454 Ha
Energy above the lowest of the compared OMol25 structures with the same formula, charge and spin = 68.7 kcal per mole


18.
Below is the molecule H2NO4P at a distorted geometry, with properties calculated with the ωB97M-V functional and the def2-TZVPD basis.

Structure (ORCA input):
```
! RIJCOSX wB97M-V def2-TZVPD def2/J DEFGRID3
* xyz 0 1
O 2.39 -3.24 -2.16
P 2.53 -2.52 -0.95
O 1.13 -1.31 -0.96
N 0.72 -0.01 0.01
O 0.38 -0.58 1.16
O -0.42 0.74 -0.40
H -0.58 -0.42 1.32
H 0.04 1.35 -1.14
*
```

Summary:
Total energy = -698.09552 a.u.
HOMO-LUMO gap = 9.4157 eV
Strongest force on any atom = 5.37 eV/A
LUMO = -0.0090 Ha
Energy above the lowest of the compared OMol25 structures with the same formula, charge and spin = 114.1 kcal per mole


19.
Below is the ion H2NO4S with charge -1 at a distorted geometry, with properties calculated with the ωB97M-V functional and the def2-TZVPD basis.

Structure (ORCA input):
```
! RIJCOSX wB97M-V def2-TZVPD def2/J DEFGRID3
* xyz -1 1
O 1.17 0.96 -1.25
S 0.88 0.39 0.10
O 0.16 1.24 1.05
O 1.98 -0.36 0.76
N -0.50 -1.09 -0.43
O -1.76 -0.42 0.05
H -0.36 -0.57 -1.25
H -1.56 -0.15 0.97
*
```

Summary:
Total energy = -755.09044 a.u.
HOMO-LUMO gap = 9.3169 eV
Strongest force on any atom = 3.99 eV/A
LUMO = 0.1537 Ha
Energy above the lowest of the compared OMol25 structures with the same formula, charge and spin = 17.6 kcal per mole


20.
Below is a structure of composition H2NO5PS at a distorted geometry, with properties calculated with the ωB97M-V functional and the def2-TZVPD basis.

Structure (ORCA input):
```
! RIJCOSX wB97M-V def2-TZVPD def2/J DEFGRID3
* xyz -2 1
N -0.16 -1.52 0.50
O -0.53 1.04 1.45
O 0.51 2.82 -0.07
O -0.58 0.57 -1.13
O -0.88 -1.71 -1.96
O 1.70 0.46 0.25
P 0.41 1.36 0.27
S 0.04 -0.95 -1.10
H -1.08 -1.11 0.97
H 0.57 -0.96 0.83
*
```

Summary:
Total energy = -1171.79144 a.u.
HOMO-LUMO gap = 6.7951 eV
Strongest force on any atom = 4.12 eV/A
LUMO = 0.2364 Ha
Energy above the lowest of the compared OMol25 structures with the same formula, charge and spin = 13.5 kcal per mole